C21H13Cl3FN7O9ReS as an isolated structure at a distorted geometry, computed with wB97M-V/def2-TZVPD.

Last column: Mulliken charge in e.
Geometry (Å):
Re 0.77990 1.61570 -0.92711  1.999
S -0.52553 1.18484 -2.66349  -0.418
C -1.93236 0.62546 -1.77199  0.545
N -2.98468 0.27786 -2.50166  -0.844
N -3.98937 -0.39706 -2.01079  0.226
C -4.05448 -1.36886 -0.97036  0.861
C -2.96673 -2.17277 -0.64705  -0.565
C -3.13076 -3.17550 0.29133  -0.490
C -4.36095 -3.38025 0.90779  -0.650
C -5.44055 -2.58233 0.56566  -0.472
C -5.29095 -1.57763 -0.37990  -0.533
N -1.94576 0.60378 -0.43375  -0.571
N -0.88484 1.09007 0.14041  0.123
C -0.97236 0.98030 1.57295  0.421
C -0.19264 1.81303 2.36368  -0.071
C -0.25827 1.70244 3.74488  -1.088
C -1.09088 0.76456 4.33444  -0.388
C -1.86854 -0.06550 3.53544  -0.783
C -1.81579 0.03918 2.15774  0.012
H -4.79769 -0.36334 -2.61599  0.265
H -2.00866 -2.03584 -1.12918  0.633
H -2.28726 -3.80587 0.53882  0.451
H -4.47586 -4.16474 1.64277  0.417
H -6.40350 -2.73580 1.03279  0.386
H -6.13051 -0.94884 -0.64966  0.433
H 0.44868 2.55687 1.91978  0.303
H 0.34656 2.35871 4.35548  0.428
H -1.13411 0.67736 5.41172  0.395
H -2.51792 -0.80355 3.98690  0.416
H -2.41292 -0.60785 1.53426  0.277
O 6.45496 -3.49510 -2.04246  -0.622
N 6.36109 -2.53064 -1.31465  1.070
O 7.27883 -1.99832 -0.72933  -0.624
C 5.02837 -1.93037 -1.16223  -0.525
C 4.87648 -0.83534 -0.34135  -0.553
C 3.61807 -0.28384 -0.22109  -0.038
C 2.48193 -0.79266 -0.88180  1.158
O 1.30677 -0.27489 -0.72441  -0.353
C 2.70838 -1.93306 -1.68781  -0.576
C 3.95891 -2.48670 -1.84050  -0.281
N 1.60668 -2.57947 -2.43137  1.006
O 1.92106 -3.45181 -3.21210  -0.635
O 0.46565 -2.29321 -2.14024  -0.574
N 3.47224 0.83009 0.70732  1.046
O 2.44346 1.51158 0.70333  -0.625
O 4.36678 1.03862 1.48563  -0.617
H 5.71651 -0.41830 0.19436  0.638
H 4.09556 -3.34458 -2.48253  0.651
F 2.46669 1.83530 -1.93286  -0.750
Cl -0.21331 6.45444 1.04988  -0.133
C 0.35084 5.88406 -0.52999  0.650
Cl 1.76401 6.81206 -1.05042  -0.122
Cl -0.94345 6.05544 -1.71230  -0.131
C 0.80806 4.41591 -0.35494  0.237
O 1.63488 4.14064 0.48168  -0.498
O 0.26930 3.56570 -1.16569  -0.519

Values from the calculation:
**Charge**: 0
**<S²>**: 0.9858
**HOMO level (alpha / beta)**: -8.5507 / -8.6885 eV
**Lowest unoccupied orbital energy (alpha / beta)**: -2.375 / -2.226 eV
**2S+1**: 2
**DFT total energy**: -3825.12638 Eh
**ΔE to the lowest compared entry with this formula, charge and spin**: 32.9 kcal per mole